*A*
C15H20Cl2N4O3OsS | the ωB97M-V functional and the def2-TZVPD basis

As for the total charge: +2. Its HOMO-LUMO gap (spin up / spin down) is 8.9 / 5.1 eV. Its multiplicity is 5.

```
46
Properties=species:S:1:pos:R:3:lowdin_charge:R:1
Os -0.252 -0.393 -0.092 1.431
O 0.906 1.101 0.805 -0.268
C 0.361 2.297 1.465 -0.151
C -0.205 3.272 0.459 -0.138
C -1.211 2.644 -0.517 -0.128
C -2.300 1.868 0.170 -0.256
C -3.522 2.447 0.469 0.026
C -4.495 1.714 1.126 0.005
C -4.228 0.397 1.474 -0.012
C -3.002 -0.132 1.145 -0.101
N -2.051 0.586 0.516 -0.077
H 1.748 1.291 0.364 0.121
H 1.166 2.727 2.057 0.143
H -0.396 1.908 2.141 0.127
H 0.597 3.742 -0.114 0.133
H -0.686 4.069 1.032 0.140
H -0.691 1.998 -1.236 0.100
H -1.658 3.432 -1.120 0.135
H -3.705 3.471 0.172 0.137
H -5.453 2.160 1.358 0.133
H -4.957 -0.214 1.985 0.127
H -2.750 -1.158 1.382 0.114
Cl -2.370 -3.453 -3.636 0.689
C -2.418 -3.625 -1.885 -1.004
Cl -2.413 -5.323 -1.379 0.648
C -1.193 -2.910 -1.322 -0.697
O -0.095 -3.415 -1.278 0.017
O -1.487 -1.692 -0.913 -0.250
H -3.334 -3.176 -1.521 0.070
N 2.383 -0.804 -1.803 0.056
C 1.358 -0.652 -1.285 -0.408
C 0.150 -5.241 1.637 0.031
N 1.126 -4.632 0.768 -0.032
C 1.868 -5.393 -0.212 -0.047
C 2.765 -4.357 -0.870 -0.057
N 2.487 -3.172 -0.091 0.142
C 1.476 -3.298 0.762 -0.720
S 0.732 -2.099 1.684 0.740
H -0.576 -5.776 1.022 0.105
H -0.336 -4.476 2.233 0.075
H 0.665 -5.961 2.281 0.137
H 1.158 -5.854 -0.906 0.164
H 2.414 -6.195 0.297 0.170
H 2.491 -4.159 -1.910 0.159
H 3.828 -4.601 -0.832 0.159
H 2.843 -2.251 -0.362 0.118
```

*B*
C15H20Cl2N4O3OsS | the ωB97M-V functional and the def2-TZVPD basis

As for the total charge: +2. Its HOMO-LUMO gap (spin up / spin down) is 8.3 / 6.6 eV. Its multiplicity is 5.

```
46
Properties=species:S:1:pos:R:3:lowdin_charge:R:1
Os 0.675 -0.419 -0.071 1.591
O 2.556 0.017 -1.338 -0.190
C 3.042 -1.122 -2.098 -0.186
C 3.810 -2.052 -1.175 -0.138
C 3.080 -2.335 0.145 -0.136
C 1.833 -3.157 -0.013 -0.256
C 1.864 -4.538 -0.022 0.025
C 0.681 -5.252 -0.108 0.015
C -0.522 -4.564 -0.190 -0.003
C -0.503 -3.190 -0.209 -0.088
N 0.654 -2.492 -0.126 -0.112
H 2.885 0.855 -1.685 0.120
H 3.677 -0.772 -2.908 0.141
H 2.171 -1.609 -2.541 0.124
H 4.786 -1.627 -0.940 0.132
H 3.981 -2.986 -1.713 0.137
H 2.845 -1.383 0.652 0.095
H 3.757 -2.842 0.833 0.140
H 2.816 -5.045 0.058 0.140
H 0.694 -6.333 -0.096 0.135
H -1.468 -5.082 -0.247 0.131
H -1.410 -2.614 -0.305 0.100
Cl 0.525 3.302 -1.897 0.651
C 0.115 3.678 -0.210 -0.991
Cl -1.074 4.965 -0.113 0.671
C -0.378 2.401 0.468 -0.671
O -1.436 2.297 1.021 0.005
O 0.543 1.437 0.405 -0.286
H 1.025 4.019 0.278 0.084
N -1.885 -0.312 -1.822 0.075
C -0.922 -0.366 -1.183 -0.433
C -5.989 2.971 -1.580 -0.006
N -5.318 3.555 -0.431 -0.131
C -5.627 4.915 0.040 -0.060
C -4.741 5.069 1.293 -0.081
N -4.107 3.747 1.386 0.055
C -4.465 2.966 0.380 -0.705
S -3.900 1.346 0.179 0.955
H -7.035 2.772 -1.349 0.110
H -5.496 2.042 -1.858 0.073
H -5.934 3.667 -2.415 0.108
H -6.691 5.005 0.258 0.137
H -5.374 5.630 -0.743 0.136
H -5.322 5.266 2.191 0.131
H -3.992 5.850 1.180 0.117
H -3.354 3.514 2.011 0.140
```

Which of them is the most stable? Correct choice: *A*.

*A*
C10H17P | the ωB97M-V functional and the def2-TZVPD basis

As for the total charge: 0. Its HOMO-LUMO gap (spin up / spin down) is 7.4 / 7.2 eV.

```
28
Properties=species:S:1:pos:R:3:lowdin_charge:R:1
C -2.987 0.770 0.506 -0.156
C -2.243 1.900 0.607 -0.112
C -2.453 -0.366 -0.129 -0.099
C -0.903 1.840 0.062 -0.190
C -1.359 -0.334 -1.109 -0.364
C -0.401 0.831 -0.699 -0.326
C -0.706 -1.672 -1.404 -0.078
C -0.925 -0.839 1.710 0.059
C 2.268 -0.472 -1.213 -0.369
C 2.322 1.590 0.222 -0.364
P 1.389 1.131 -1.228 0.873
H -4.010 0.830 1.025 0.134
H -2.681 2.843 1.148 0.137
H -3.141 -1.247 -0.120 0.129
H -0.271 2.694 0.247 0.080
H -1.838 0.100 -1.996 0.155
H -0.301 -2.267 -0.548 0.079
H 0.122 -1.664 -2.183 0.082
H -1.343 -2.215 -1.989 0.038
H -0.144 -1.593 1.271 0.030
H -1.171 -0.936 2.751 -0.012
H -0.625 0.247 1.652 0.006
H 3.383 -0.166 -1.165 0.052
H 1.990 -0.977 -2.147 -0.002
H 2.061 -1.227 -0.326 0.083
H 3.467 1.460 0.014 0.077
H 2.167 0.876 0.995 0.019
H 1.999 2.623 0.524 0.041
```

*B*
C10H17P | the ωB97M-V functional and the def2-TZVPD basis

As for the total charge: 0. Its HOMO-LUMO gap is 9.3 eV. Its SMILES is C=C1CP(C(C)(C)C)C=C1C.

```
28
Properties=species:S:1:pos:R:3:lowdin_charge:R:1
C 2.274 1.480 0.869 0.078
C 1.759 0.835 -0.190 -0.373
C 0.721 1.511 -1.100 -0.280
P -0.650 0.219 -1.525 1.079
C -1.690 -0.054 -0.016 -0.826
C -2.553 1.200 0.280 -0.113
C -2.690 -1.138 -0.426 -0.135
C -0.916 -0.481 1.192 -0.106
C 0.855 -1.102 -1.026 -0.112
C 1.913 -0.513 -0.507 -0.430
C 2.992 -1.345 0.011 -0.069
H 1.794 2.418 1.100 0.063
H 3.055 1.167 1.486 0.044
H 0.196 2.403 -0.599 0.091
H 1.202 1.850 -1.975 0.054
H -3.081 1.471 -0.704 0.094
H -3.210 1.102 1.126 0.068
H -1.847 2.105 0.318 0.078
H -2.687 -1.033 -1.500 0.024
H -3.707 -1.117 0.114 0.119
H -2.211 -2.086 -0.345 0.058
H -0.106 0.248 1.431 0.086
H -1.704 -0.678 1.937 0.096
H -0.367 -1.387 0.952 0.063
H 0.752 -2.092 -1.338 0.051
H 2.825 -2.504 -0.079 0.112
H 3.120 -1.277 1.101 0.080
H 3.962 -1.202 -0.586 0.109
```

Which of them is the most stable? Correct choice: *B*.

*A*
C2H4N2S | the ωB97M-V functional and the def2-TZVPD basis

As for the total charge: 0. Its HOMO-LUMO gap is 8.1 eV. Its SMILES is [H]/N=C(/N)C=S.

```
9
Properties=species:S:1:pos:R:3:lowdin_charge:R:1
H 0.138 -2.040 -1.392 0.049
N 0.558 -1.518 -0.601 0.083
C 0.098 -0.383 -0.202 -0.508
N 0.792 0.125 0.879 0.050
C -1.073 0.828 -0.274 -0.658
S -1.072 1.686 -1.553 0.760
H 1.642 -0.341 1.175 0.099
H 0.589 0.976 1.343 0.067
H -1.671 0.667 0.623 0.059
```

*B*
C2H4N2S | the ωB97M-V functional and the def2-TZVPD basis

As for the total charge: 0. Its HOMO-LUMO gap is 9.1 eV. Its SMILES is CNSC#N.

```
9
Properties=species:S:1:pos:R:3:lowdin_charge:R:1
C -1.319 -0.045 -0.375 -0.148
N -0.270 0.642 0.404 -0.558
S 1.179 1.192 -0.197 0.807
C 2.595 -0.487 0.233 -0.417
N 3.222 -1.389 -0.019 -0.030
H -1.129 -0.325 -1.357 0.051
H -1.793 -0.896 0.300 0.130
H -1.968 0.767 -0.424 0.045
H -0.520 0.542 1.434 0.120
```

Which of them is the most stable? Correct choice: *A*.